Molecular formula: C5H9N4S
Method: DFT, the ωB97M-V functional and the def2-TZVPD basis

Each line ends with the natural charge from an NBO analysis.
Atoms and positions in Å:
1 C -2.025 0.065 0.090  0.33
2 C 0.584 1.017 -0.790  -0.44
3 C 1.508 0.567 0.240  -0.20
4 C -0.583 -1.886 -0.458  0.05
5 C 3.060 0.762 0.107  -0.59
6 N 1.250 -0.819 0.599  -0.01
7 N 0.512 -1.651 0.201  -0.02
8 N -1.809 -1.227 -0.056  -0.55
9 N -3.152 0.504 0.618  -0.76
10 S -1.099 1.354 -0.696  0.40
11 H 1.017 0.979 -1.824  0.24
12 H 1.315 0.977 1.198  0.27
13 H -0.764 -2.761 -1.107  0.25
14 H 3.419 -0.184 0.403  0.24
15 H 3.453 1.563 0.742  0.24
16 H 3.227 1.175 -0.875  0.23
17 H -2.615 -1.788 0.113  0.42
18 H -3.931 -0.190 1.039  0.45
19 H -3.367 1.541 0.457  0.45

The HOMO energy (alpha / beta) is -11.38 / -12.33 eV. Its charge is +1. Its gap between HOMO and LUMO (alpha / beta) is 6.395 / 7.888 eV. The largest force on an atom is 3.75 eV/Å. The calculation puts the total energy at -22114.716 eV.


Molecular formula: C5H9N4S3
Method: DFT, the ωB97M-V functional and the def2-TZVPD basis

Each line ends with the natural charge from an NBO analysis.
Atoms and positions in Å:
1 C -1.974 1.469 0.296  0.51
2 C 2.679 -0.072 -0.815  -0.32
3 C -0.005 0.631 -0.147  0.13
4 C 4.380 -0.361 1.224  -0.78
5 C -2.332 -2.363 -1.326  -0.73
6 N -2.234 0.493 -0.484  -0.33
7 N -1.030 -0.068 -0.756  -0.41
8 N -0.601 1.635 0.526  -0.58
9 N -2.939 2.202 0.838  -0.81
10 S 2.983 -0.245 -2.326  0.52
11 S 2.639 0.018 0.776  0.60
12 S -0.840 -1.363 -1.720  0.45
13 H 5.289 0.332 1.110  0.28
14 H 4.439 -1.388 0.979  0.25
15 H 4.276 -0.345 2.304  0.25
16 H -2.550 -2.414 -0.209  0.24
17 H -2.073 -3.333 -1.574  0.23
18 H -3.160 -1.934 -1.878  0.24
19 H -0.169 2.274 1.080  0.42
20 H -3.763 1.719 0.942  0.40
21 H -3.016 3.113 1.160  0.41

The HOMO energy is -11.15 eV. Its charge is +1. Its gap between HOMO and LUMO is 5.873 eV. The largest force on an atom is 5.38 eV/Å. The calculation puts the total energy at -43786.314 eV.


Molecular formula: C5H9N5O2
Method: DFT, the ωB97M-V functional and the def2-TZVPD basis

Each line ends with the natural charge from an NBO analysis.
Atoms and positions in Å:
1 C -1.078 -0.032 0.220  0.31
2 C 1.674 -0.379 -0.901  -0.33
3 C 2.059 0.510 1.231  -0.16
4 C 2.088 0.945 -0.219  0.04
5 C -2.639 -1.700 -0.549  -0.41
6 N -1.170 1.193 0.619  -0.45
7 N -2.475 1.552 0.613  -0.06
8 N -3.208 0.594 0.212  -0.05
9 N -2.381 -0.442 0.024  -0.27
10 N 0.957 -1.131 0.097  0.09
11 O 1.481 -0.806 1.264  -0.28
12 O 1.258 2.053 -0.520  -0.69
13 H 1.055 -0.256 -1.755  0.24
14 H 2.541 -0.848 -1.234  0.23
15 H 2.981 0.615 1.811  0.22
16 H 1.307 1.170 1.813  0.23
17 H 3.039 1.232 -0.608  0.20
18 H -1.772 -2.379 -0.032  0.24
19 H -3.588 -2.053 -0.250  0.22
20 H -2.607 -1.602 -1.722  0.21
21 H 0.479 1.763 -0.116  0.49

The HOMO energy (alpha / beta) is -9.52 / -9.79 eV. Its gap between HOMO and LUMO (alpha / beta) is 8.177 / 8.798 eV. The largest force on an atom is 3.30 eV/Å. The calculation puts the total energy at -16869.184 eV.


Molecular formula: C5H9NO
Method: DFT, the ωB97M-V functional and the def2-TZVPD basis

Each line ends with the natural charge from an NBO analysis.
Atoms and positions in Å:
1 C 1.965 0.648 -0.138  -0.26
2 O 0.894 -0.022 -0.775  -0.52
3 C -0.350 -0.023 -0.107  0.16
4 C -1.375 -0.445 -1.159  -0.60
5 C -0.364 -0.981 1.091  -0.62
6 C -0.686 1.349 0.371  0.25
7 N -0.926 2.413 0.758  -0.32
8 H 1.764 1.722 -0.045  0.18
9 H 2.184 0.240 0.857  0.17
10 H 2.835 0.503 -0.779  0.20
11 H -1.099 -1.434 -1.536  0.22
12 H -1.370 0.262 -1.991  0.23
13 H -2.380 -0.490 -0.730  0.22
14 H -1.372 -1.048 1.512  0.22
15 H 0.313 -0.655 1.885  0.22
16 H -0.056 -1.974 0.747  0.22

The HOMO energy is -10.57 eV. Its gap between HOMO and LUMO is 11.450 eV. The SMILES is COC(C)(C)C#N. The largest force on an atom is 1.22 eV/Å. The calculation puts the total energy at -8867.803 eV.


Molecular formula: C5H9NO
Method: DFT, the ωB97M-V functional and the def2-TZVPD basis

Each line ends with the natural charge from an NBO analysis.
Atoms and positions in Å:
1 C 1.008 0.759 -1.108  -0.63
2 C 0.207 0.032 -0.054  0.27
3 C 0.464 -1.498 -0.025  -0.64
4 C -1.331 0.416 -0.274  -0.63
5 O 0.624 0.573 1.227  -0.50
6 C -0.210 0.495 2.220  0.54
7 N -1.009 0.573 3.027  -0.41
8 H 2.174 0.757 -0.958  0.23
9 H 0.813 0.239 -2.152  0.23
10 H 0.621 1.883 -1.054  0.22
11 H 1.277 -1.669 0.573  0.22
12 H 0.601 -2.020 -1.018  0.23
13 H -0.348 -2.013 0.468  0.22
14 H -1.660 0.427 -1.370  0.23
15 H -1.834 -0.318 0.410  0.23
16 H -1.395 1.365 0.087  0.21

The HOMO energy is -10.74 eV. Its gap between HOMO and LUMO is 11.399 eV. The SMILES is CC(C)(C)OC#N. The largest force on an atom is 4.10 eV/Å. The calculation puts the total energy at -8866.705 eV.


Molecular formula: C5H9NO
Method: DFT, the ωB97M-V functional and the def2-TZVPD basis

Each line ends with the natural charge from an NBO analysis.
Atoms and positions in Å:
1 C -0.365 0.471 -1.525  -0.38
2 C -0.047 0.204 -0.266  0.03
3 C 1.341 0.289 0.289  -0.11
4 O 1.807 -1.050 0.321  -0.72
5 C -1.102 -0.212 0.726  -0.54
6 C -1.241 1.193 1.154  0.28
7 N -1.268 2.312 1.443  -0.33
8 H -1.372 0.298 -1.902  0.20
9 H 0.363 0.888 -2.205  0.21
10 H 1.938 0.926 -0.373  0.18
11 H 1.362 0.736 1.297  0.18
12 H 2.506 -1.118 0.978  0.47
13 H -0.781 -0.869 1.551  0.26
14 H -2.046 -0.582 0.305  0.26
15 H -0.698 -2.041 -0.659  -0.04
16 H -0.425 -1.687 -1.252  0.03

The HOMO energy is -9.68 eV. Its gap between HOMO and LUMO is 10.282 eV. The SMILES is C=C(CO)CC#N.[H][H]. The largest force on an atom is 2.01 eV/Å. The calculation puts the total energy at -8865.447 eV.


Molecular formula: C5H9NO
Method: DFT, the ωB97M-V functional and the def2-TZVPD basis

Each line ends with the natural charge from an NBO analysis.
Atoms and positions in Å:
1 C 0.278 1.513 -0.202  -0.65
2 C 1.053 0.677 1.120  -0.04
3 N 0.359 -0.263 1.913  -0.65
4 C -0.418 -0.985 1.054  0.60
5 O -1.419 -1.621 1.304  -0.60
6 C 0.163 -0.630 -0.275  -0.15
7 C -0.738 -0.826 -1.479  -0.65
8 H -0.722 1.805 0.108  0.22
9 H 0.233 1.379 -1.304  0.19
10 H 0.955 2.333 -0.097  0.22
11 H 2.049 0.343 0.829  0.16
12 H -0.031 0.002 2.806  0.41
13 H 1.144 -1.045 -0.454  0.23
14 H -1.702 -0.325 -1.366  0.23
15 H -0.942 -1.906 -1.551  0.26
16 H -0.266 -0.520 -2.417  0.22

The HOMO energy (alpha / beta) is -7.94 / -7.94 eV. Its gap between HOMO and LUMO (alpha / beta) is 7.981 / 7.977 eV. The largest force on an atom is 3.79 eV/Å. The calculation puts the total energy at -8863.655 eV.


Molecular formula: C5H9NO
Method: DFT, the ωB97M-V functional and the def2-TZVPD basis

Each line ends with the natural charge from an NBO analysis.
Atoms and positions in Å:
1 C -0.522 -1.818 -0.802  -0.26
2 O -0.312 -0.441 -1.064  -0.52
3 C 0.234 0.312 -0.001  0.16
4 C 0.726 1.631 -0.605  -0.60
5 C -0.811 0.556 1.099  -0.62
6 C 1.411 -0.377 0.603  0.25
7 N 2.332 -0.855 1.115  -0.32
8 H 0.377 -2.405 -1.036  0.19
9 H -0.796 -2.010 0.244  0.17
10 H -1.347 -2.142 -1.442  0.20
11 H -0.126 2.281 -0.820  0.22
12 H 1.263 1.432 -1.535  0.23
13 H 1.394 2.144 0.092  0.22
14 H -0.337 0.875 2.031  0.23
15 H -1.384 -0.352 1.303  0.22
16 H -1.508 1.331 0.768  0.22

The HOMO energy is -10.54 eV. Its gap between HOMO and LUMO is 11.428 eV. The SMILES is COC(C)(C)C#N. The largest force on an atom is 1.09 eV/Å. The calculation puts the total energy at -8867.714 eV.


Molecular formula: C5H9NO
Method: DFT, the ωB97M-V functional and the def2-TZVPD basis

Each line ends with the natural charge from an NBO analysis.
Atoms and positions in Å:
1 O -2.268 -1.818 0.819  -0.71
2 C -1.493 -0.919 0.064  -0.05
3 C -0.060 1.832 0.038  -0.29
4 C 0.404 0.474 -0.207  0.00
5 C 1.555 0.446 -1.125  -0.24
6 N 1.606 1.292 0.078  -0.45
7 C -0.089 -0.669 0.621  -0.45
8 H -2.470 -1.378 1.654  0.46
9 H -1.411 -1.335 -0.948  0.17
10 H -1.980 0.065 -0.019  0.18
11 H -0.030 2.398 -0.911  0.13
12 H 1.548 1.023 -2.046  0.21
13 H 2.181 -0.447 -1.130  0.21
14 H 2.124 0.941 0.880  0.40
15 H 0.548 -1.559 0.564  0.21
16 H -0.164 -0.345 1.668  0.22

The HOMO energy is -8.11 eV. Its gap between HOMO and LUMO is 8.920 eV. The largest force on an atom is 0.40 eV/Å. The calculation puts the total energy at -8863.584 eV.


Molecular formula: C5H9NO
Method: DFT, the ωB97M-V functional and the def2-TZVPD basis

Each line ends with the natural charge from an NBO analysis.
Atoms and positions in Å:
1 C -1.272 1.239 0.274  -0.62
2 C -0.027 0.564 0.822  -0.07
3 N -0.268 -0.789 1.415  -0.56
4 C 0.910 -1.276 1.001  0.71
5 O 1.710 -2.137 1.208  -0.54
6 C 1.035 -0.001 -0.137  -0.46
7 C 0.616 -0.428 -1.422  -0.23
8 H -1.788 0.624 -0.470  0.20
9 H -1.023 2.204 -0.182  0.21
10 H -1.975 1.417 1.093  0.23
11 H 0.431 1.221 1.572  0.20
12 H -0.780 -1.437 -0.177  0.21
13 H 2.078 0.306 -0.053  0.29
14 H 1.269 -1.081 -1.998  0.23
15 H -0.121 0.126 -2.001  0.22
16 H -0.545 -1.415 -0.989  -0.03

The HOMO energy (alpha / beta) is -8.94 / -8.94 eV. Its gap between HOMO and LUMO (alpha / beta) is 7.908 / 7.913 eV. The largest force on an atom is 0.56 eV/Å. The calculation puts the total energy at -8863.342 eV.


Molecular formula: C5H9NO
Method: DFT, the ωB97M-V functional and the def2-TZVPD basis

Each line ends with the natural charge from an NBO analysis.
Atoms and positions in Å:
1 C 1.227 0.715 0.335  -0.59
2 C -0.218 0.535 0.764  -0.18
3 C -0.775 1.643 1.517  0.30
4 N -1.214 2.526 2.124  -0.34
5 C -0.718 -0.840 1.149  -0.39
6 C -1.171 -0.221 -0.134  -0.40
7 H 1.546 -0.153 -0.251  0.23
8 H 1.882 0.815 1.207  0.22
9 H 1.340 1.613 -0.283  0.21
10 H 0.009 -1.645 1.100  0.22
11 H -1.430 -0.910 1.966  0.23
12 H -2.195 0.134 -0.200  0.23
13 H -0.731 -0.606 -1.050  0.24
14 O 0.973 -1.287 -2.417  -0.94
15 H 1.074 -0.428 -2.847  0.47
16 H 0.349 -1.767 -2.977  0.48

The HOMO energy is -10.30 eV. Its gap between HOMO and LUMO is 10.770 eV. The SMILES is CC1(C#N)CC1.O. The largest force on an atom is 1.11 eV/Å. The calculation puts the total energy at -8867.521 eV.


Molecular formula: C5H9NO
Method: DFT, the ωB97M-V functional and the def2-TZVPD basis

Each line ends with the natural charge from an NBO analysis.
Atoms and positions in Å:
1 H 2.802 1.520 0.430  0.34
2 N 2.557 0.532 0.514  -0.67
3 C 1.412 0.327 0.016  0.56
4 C 0.867 -1.081 -0.075  -0.49
5 C -0.616 -1.207 0.163  -0.37
6 C -1.445 0.021 -0.256  -0.48
7 C -0.712 1.365 -0.320  -0.07
8 O 0.694 1.313 -0.597  -0.52
9 H 1.126 -1.455 -1.067  0.23
10 H 1.366 -1.677 0.685  0.24
11 H -0.751 -1.295 1.281  0.18
12 H -1.078 -2.108 -0.248  0.22
13 H -2.258 -0.095 -0.987  0.22
14 H -1.831 -0.080 0.741  0.24
15 H -0.832 1.840 0.659  0.17
16 H -1.122 2.055 -1.067  0.20

The HOMO energy is -9.83 eV. Its gap between HOMO and LUMO is 10.660 eV. The SMILES is [H]/N=C1/CCCCO1. The largest force on an atom is 2.68 eV/Å. The calculation puts the total energy at -8867.171 eV.


Looking at ΔE to the lowest compared entry with this formula, charge and spin for the records above, in order, we have 4.834, 3.885, 6.543, 1.410, 2.508, 3.766, 5.558, 1.498, 5.629, 5.870, 1.691, 2.041 eV.